Density functional theory data (ωB97M-V/def2-TZVPD) for a structure of composition C6H8 in a non-equilibrium geometry.

Properties
Kohn-Sham gap (eV): 6.078
E_tot (eV): -6344.6040
LUMO level (eV): -1.2
HOMO (eV): -7.302
Relative energy (zero: lowest compared OMol25 entry of this formula, charge and spin) (eV): 6.180
Strongest force on any atom (eV/Å): 3.6

Each line ends with the natural charge from an NBO analysis.
CARTESIAN COORDINATES (ANGSTROEM)
C 1.3863 0.2343 -0.8446  -0.37
C 1.8321 -0.2746 0.4491  -0.10
C -0.3345 1.5642 0.4338  -0.46
C 0.1072 0.3646 -0.1740  -0.10
C -0.6582 -0.9099 -0.2426  -0.19
C -1.9293 -1.0588 -0.5115  -0.40
H 1.8639 1.1152 -1.2787  0.19
H 1.9060 0.4055 1.3127  0.19
H 1.9842 -1.2932 0.6726  0.20
H -1.2820 1.3936 1.0757  0.21
H 0.1262 2.5569 0.3860  0.22
H 0.0569 -1.8595 -0.3462  0.20
H -2.5023 -2.0251 -0.5608  0.21
H -2.5565 -0.2130 -0.3715  0.19

Atomic forces in eV per Å
2.303 -0.062 0.210
-0.738 2.794 -1.567
-1.317 -2.688 0.725
-1.296 0.424 1.095
2.549 -2.552 -0.552
-1.784 -1.155 1.078
-0.225 0.350 0.760
1.692 0.286 -0.358
-1.415 -1.344 0.438
1.286 0.864 -1.582
0.073 -0.728 0.043
-1.676 2.078 0.327
1.140 0.921 -0.261
-0.592 0.811 -0.357

---

Density functional theory data (ωB97M-V/def2-TZVPD) for a structure of composition C2H3NOPS in a non-equilibrium geometry.

Properties
Kohn-Sham gap (eV): 8.138
Net charge: +1
E_tot (eV): -25773.7105
LUMO level (eV): -6.5
HOMO (eV): -14.630
Relative energy (zero: lowest compared OMol25 entry of this formula, charge and spin) (eV): 1.078
Strongest force on any atom (eV/Å): 4.4

Each line ends with the natural charge from an NBO analysis.
CARTESIAN COORDINATES (ANGSTROEM)
C 0.6965 0.1880 -0.0411  0.42
C 1.9849 -0.2501 0.1218  -0.76
N -0.3847 0.5470 -0.1481  0.12
O -1.5565 0.9324 -0.2755  -0.49
P -3.1783 -0.5134 0.4029  0.86
S -4.5672 0.0902 -0.7260  -0.06
H 2.6377 0.6478 0.4680  0.30
H 2.5044 -0.7196 -0.7970  0.30
H 1.8633 -0.9224 0.9950  0.29

Atomic forces in eV per Å
-3.180 1.350 -1.199
4.301 -0.142 0.662
1.167 -0.493 0.193
-1.694 -0.392 0.230
-1.005 1.560 -1.868
1.649 -0.813 1.486
-0.991 -1.528 -0.543
-1.149 0.579 1.553
0.903 -0.122 -0.514

---

Density functional theory data (ωB97M-V/def2-TZVPD) for a cluster of 2 separate species, C5H14 in total in a non-equilibrium geometry.

Properties
Kohn-Sham gap (eV): 12.204
E_tot (eV): -5411.1291
LUMO level (eV): 1.1
HOMO (eV): -11.111
Relative energy (zero: lowest compared OMol25 entry of this formula, charge and spin) (eV): 0.920
Strongest force on any atom (eV/Å): 2.6
SMILES: CCC.CC

Each line ends with the natural charge from an NBO analysis.
CARTESIAN COORDINATES (ANGSTROEM)
C 2.1989 0.7818 -1.2146  -0.62
C 1.0605 1.7891 -1.1830  -0.40
C 0.0978 1.4769 0.0028  -0.61
H 2.4708 0.6539 -2.2688  0.21
H 1.9408 -0.2163 -0.8666  0.20
H 3.1622 1.0987 -0.8249  0.21
H 1.4321 2.8160 -1.1908  0.20
H 0.5081 1.7155 -2.0981  0.19
H -0.9512 1.7641 -0.2727  0.21
H 0.0318 0.4101 0.1629  0.19
H 0.4883 1.8817 0.9496  0.21
C -1.4489 -1.5230 1.8070  -0.63
C -1.8457 -2.2586 0.4952  -0.61
H -0.9744 -0.5945 1.4670  0.21
H -2.0711 -1.6270 2.6772  0.22
H -0.5247 -1.9941 2.2081  0.20
H -0.9093 -2.3177 -0.0659  0.21
H -2.7076 -1.8944 -0.0664  0.21
H -2.2238 -3.2437 0.7937  0.20

Atomic forces in eV per Å
0.813 0.049 -1.651
-0.320 -0.494 1.267
-0.243 0.661 -0.765
-0.053 -0.235 -0.072
-0.085 0.119 0.280
-0.178 0.138 0.790
-0.001 -0.036 0.369
-0.431 -0.234 -0.551
0.925 0.275 0.756
0.206 -0.363 -0.223
-0.554 0.195 -0.311
2.138 -0.760 -1.190
-0.284 -0.713 1.642
-1.147 0.576 0.984
-0.912 0.942 -0.084
-0.337 -0.369 -0.436
-0.569 -0.256 -0.458
0.444 0.776 -0.048
0.588 -0.270 -0.299

---

Density functional theory data (ωB97M-V/def2-TZVPD) for a structure of composition C4H8O2 in a non-equilibrium geometry.

Properties
Kohn-Sham gap (eV): 9.488
E_tot (eV): -8369.6727
LUMO level (eV): 0.7
HOMO (eV): -8.813
Relative energy (zero: lowest compared OMol25 entry of this formula, charge and spin) (eV): 3.609
Strongest force on any atom (eV/Å): 1.1

Each line ends with the natural charge from an NBO analysis.
CARTESIAN COORDINATES (ANGSTROEM)
O -1.4385 0.9634 -1.0041  -0.83
C -0.2173 0.4743 -1.3987  -0.16
C -0.0455 -0.6797 -0.4115  0.61
O -1.1435 -1.2913 -0.2334  -0.63
C 0.2111 0.4454 1.2605  -0.63
C 1.0077 -0.7583 0.5792  -0.47
H -0.5814 0.9041 0.5914  0.31
H 0.6642 1.1467 -1.3654  0.16
H -0.2657 0.0309 -2.4054  0.19
H -1.7782 -0.4221 -0.6271  0.51
H -0.3329 0.0561 2.1193  0.23
H 0.8887 1.2649 1.4756  0.23
H 2.0034 -0.4573 0.2494  0.24
H 1.0277 -1.6772 1.1703  0.24

Atomic forces in eV per Å
-0.643 -0.712 -0.518
0.167 -0.301 -0.135
-0.110 -0.279 -0.287
-0.041 0.200 -0.175
0.077 0.350 0.415
-0.072 -0.003 -0.144
0.541 -0.217 0.704
-0.421 -0.023 0.155
0.247 -0.025 -0.119
0.245 0.696 -0.224
0.236 0.105 0.088
0.133 -0.086 0.328
-0.284 0.008 -0.016
-0.076 0.286 -0.071

---

Density functional theory data (ωB97M-V/def2-TZVPD) for an isolated molecule of C4H9NO.

Properties
Kohn-Sham gap (eV): 7.741
E_tot (eV): -7827.4709
LUMO level (eV): 0.9
HOMO (eV): -6.822
Relative energy (zero: lowest compared OMol25 entry of this formula, charge and spin) (eV): 4.849
Strongest force on any atom (eV/Å): 0.6

Each line ends with the natural charge from an NBO analysis.
CARTESIAN COORDINATES (ANGSTROEM)
C -1.5763 1.6398 -0.1743  -0.26
O -0.2968 1.4629 0.4041  -0.49
C 0.2481 0.2271 0.2975  0.52
N -0.3430 -0.7248 -0.3416  -0.59
C 0.2109 -1.9658 -0.8065  -0.59
C 1.5756 0.0762 0.9517  -0.68
H -1.5406 1.5109 -1.2628  0.18
H -1.8772 2.6609 0.0635  0.20
H -2.2962 0.9248 0.2409  0.19
H 1.1782 -2.2765 -0.4067  0.17
H -0.5597 -2.7308 -0.8531  0.19
H -0.5162 -0.8372 -1.4383  0.46
H 2.3881 0.1798 0.2194  0.23
H 1.7026 0.8347 1.7267  0.24
H 1.6655 -0.9231 1.3943  0.23

Atomic forces in eV per Å
-0.254 0.042 -0.136
0.130 -0.075 0.031
-0.022 -0.370 -0.148
0.166 0.453 0.131
0.265 -0.456 0.242
-0.023 -0.003 0.062
-0.009 0.032 0.156
0.039 -0.155 -0.035
0.102 0.103 -0.050
-0.135 0.067 -0.087
0.102 0.131 -0.018
-0.183 0.227 -0.020
-0.125 -0.020 0.062
-0.018 -0.107 -0.116
-0.035 0.131 -0.073

---

Density functional theory data (ωB97M-V/def2-TZVPD) for a cluster of 6 separate species, C31H41B3N5O6P in total in a non-equilibrium geometry.

Properties
Kohn-Sham gap (eV): 8.959
E_tot (eV): -63872.2080
LUMO level (eV): 0.1
HOMO (eV): -8.880
Relative energy (zero: lowest compared OMol25 entry of this formula, charge and spin) (eV): 0.000
Strongest force on any atom (eV/Å): 1.1
SMILES: CC[C@H](C)B1OB(COC)OB(P(O)O)O1.c1ccncc1.c1ccncc1.c1ccncc1.c1ccncc1.c1ccncc1

Each line ends with the Mulliken charge.
CARTESIAN COORDINATES (ANGSTROEM)
C 4.0965 -5.0772 2.9374  -1.07
C 3.6863 -5.8910 1.7134  -0.70
C 2.1776 -6.0677 1.4885  0.47
C 1.9523 -6.7838 0.1387  -1.53
B 1.3311 -4.7477 1.5030  0.35
O 0.1852 -4.6301 0.7169  0.18
B -0.9065 -4.2804 1.4941  0.07
C -2.1817 -5.1770 1.5044  -0.61
O -3.3339 -4.4823 1.9178  -0.26
C -4.5326 -5.1924 1.6555  -0.82
O -0.7457 -3.1787 2.3092  -0.45
B 0.5500 -2.7563 2.4674  0.33
P 0.8767 -0.8863 2.9368  -0.18
O 0.2232 -0.1644 1.6018  -0.27
O 2.5051 -0.8195 2.6850  -0.46
O 1.5899 -3.6519 2.3163  -0.21
H 4.0544 -4.0100 2.7319  0.17
H 5.1249 -5.2945 3.2175  0.39
H 3.4356 -5.2649 3.7803  0.26
H 4.1361 -5.4897 0.8038  0.33
H 4.1055 -6.8943 1.8239  0.42
H 1.7580 -6.7190 2.2631  0.26
H 0.9576 -7.2166 0.0747  0.34
H 2.0263 -6.0718 -0.6831  0.34
H 2.7083 -7.5511 -0.0121  0.42
H -2.3059 -5.6519 0.5250  0.38
H -1.9675 -6.0001 2.2080  0.36
H -4.8439 -5.0124 0.6258  0.30
H -5.2859 -4.8385 2.3480  0.17
H -4.3957 -6.2595 1.8385  0.37
H 0.5617 -0.5465 0.7892  0.31
H 2.7678 -1.3575 1.9354  0.32
C -1.1214 2.2243 -1.0622  -0.41
C 0.0155 2.9113 -1.4540  -0.14
C 0.8539 2.3194 -2.3831  -0.18
N 0.6250 1.1317 -2.9389  -0.60
C -0.4771 0.4862 -2.5597  -0.51
C -1.3750 0.9836 -1.6266  -0.38
H -1.7998 2.6466 -0.3325  0.39
H 0.2623 3.8813 -1.0502  0.42
H 1.7540 2.8294 -2.7078  0.51
H -0.6437 -0.4788 -3.0268  0.43
H -2.2507 0.4115 -1.3523  0.43
C 1.5505 1.8048 -7.0444  -0.46
C 0.9256 2.4755 -6.0057  0.07
C 0.3403 3.7041 -6.2785  -0.29
N 0.3441 4.2788 -7.4793  -0.57
C 0.9474 3.6196 -8.4649  -0.32
C 1.5614 2.3864 -8.3023  -0.33
H 2.0205 0.8445 -6.8743  0.40
H 0.8902 2.0620 -5.0078  0.35
H -0.1575 4.2613 -5.4907  0.45
H 0.9378 4.1071 -9.4341  0.35
H 2.0358 1.8981 -9.1427  0.36
C 1.6447 7.5630 -4.1825  -0.13
C 0.7114 7.5942 -3.1589  -0.93
C 0.7781 6.6191 -2.1766  0.05
N 1.6907 5.6491 -2.1584  -0.10
C 2.5809 5.6342 -3.1486  -0.31
C 2.6016 6.5622 -4.1779  -0.69
H 1.6250 8.3040 -4.9705  0.39
H -0.0553 8.3554 -3.1216  0.43
H 0.0628 6.6117 -1.3596  0.47
H 3.3127 4.8339 -3.1154  0.45
H 3.3480 6.4963 -4.9571  0.42
C -8.0657 -4.1017 6.1020  -0.18
C -6.8054 -3.7758 5.6284  -0.63
C -6.1092 -4.7290 4.9005  -0.02
N -6.5818 -5.9429 4.6304  -0.47
C -7.7931 -6.2417 5.0923  -0.16
C -8.5723 -5.3619 5.8287  -0.40
H -8.6429 -3.3865 6.6734  0.37
H -6.3680 -2.8050 5.8161  0.35
H -5.1189 -4.5108 4.5143  0.46
H -8.1552 -7.2372 4.8598  0.36
H -9.5515 -5.6600 6.1772  0.35
C 3.2969 5.7952 2.0661  -0.58
C 3.8547 6.5107 3.1131  -0.29
C 3.8204 7.8964 3.0584  -0.30
N 3.2827 8.5816 2.0531  -0.55
C 2.7523 7.8795 1.0549  -0.26
C 2.7314 6.4932 1.0109  0.14
H 3.3021 4.7127 2.0715  0.43
H 4.3075 6.0085 3.9571  0.37
H 4.2449 8.4905 3.8605  0.34
H 2.3227 8.4612 0.2453  0.41
H 2.2846 5.9801 0.1703  0.29

Atomic forces in eV per Å
0.082 0.312 -0.324
-0.014 -0.399 0.429
0.121 0.283 -0.840
-0.049 0.253 0.138
0.133 0.136 -0.134
-0.076 -0.997 0.447
-0.133 0.507 -0.224
-0.137 0.073 -0.093
-0.060 0.110 0.115
0.343 0.041 0.136
0.010 -0.218 -0.018
0.139 0.496 0.304
-0.068 0.115 0.443
0.088 0.004 0.140
-0.215 0.131 0.030
-0.171 -0.044 -0.098
-0.091 0.074 0.062
0.025 -0.126 0.116
0.043 -0.111 0.141
0.021 0.147 -0.031
0.030 -0.067 -0.096
0.085 0.084 0.267
-0.029 -0.143 0.000
0.113 -0.016 -0.105
-0.044 -0.182 -0.016
-0.079 0.013 -0.103
0.026 -0.141 -0.031
-0.130 -0.153 -0.100
-0.169 0.127 -0.073
-0.053 -0.115 -0.076
-0.137 0.048 -0.407
0.346 -0.219 -0.100
-0.013 -0.038 -0.038
-0.108 -0.028 0.158
0.097 0.035 -0.064
-0.043 -0.073 0.112
0.006 -0.055 0.021
0.011 -0.004 -0.007
0.007 -0.007 0.017
0.054 0.016 -0.010
-0.013 0.043 0.023
-0.037 0.006 0.006
0.000 -0.014 -0.003
0.005 -0.006 -0.012
0.003 0.088 -0.029
-0.006 0.043 0.043
0.001 0.020 0.009
0.003 0.019 -0.046
0.003 -0.004 0.012
-0.002 -0.005 0.004
0.009 -0.057 -0.080
0.012 -0.027 0.024
0.014 -0.028 -0.013
0.000 0.009 -0.013
-0.001 0.012 -0.011
0.002 0.001 -0.016
-0.047 -0.025 0.050
0.010 0.089 -0.099
0.035 -0.073 0.019
-0.013 0.002 -0.011
-0.003 0.000 -0.008
-0.009 0.000 0.013
-0.008 0.032 -0.013
0.027 0.025 -0.018
0.004 -0.018 -0.005
-0.008 0.010 0.002
-0.030 -0.011 0.010
0.101 0.020 0.024
-0.008 -0.004 -0.029
-0.013 -0.043 -0.007
0.002 0.007 0.003
-0.004 0.003 0.003
0.017 0.001 -0.006
0.008 0.050 0.045
-0.030 0.008 0.014
-0.004 -0.015 -0.001
0.001 0.000 0.009
0.000 -0.007 -0.008
0.019 0.025 0.037
-0.002 0.019 -0.004
-0.014 0.030 -0.042
-0.030 -0.019 0.037
-0.005 -0.005 0.002
0.003 0.009 0.012
0.010 -0.029 0.015
-0.008 -0.032 -0.016
0.044 -0.016 -0.010

---

Density functional theory data (ωB97M-V/def2-TZVPD) for the ion C6H12IN2 with charge +1 in a non-equilibrium geometry.

Properties
Kohn-Sham gap (eV): 8.167
Net charge: +1
E_tot (eV): -17488.4280
LUMO level (eV): -4.2
HOMO (eV): -12.368
Relative energy (zero: lowest compared OMol25 entry of this formula, charge and spin) (eV): 1.465
Strongest force on any atom (eV/Å): 4.0
SMILES: C=[N+](C)/C=C\N(C)CI

Each line ends with the natural charge from an NBO analysis.
CARTESIAN COORDINATES (ANGSTROEM)
C -0.7649 0.5144 1.9534  0.08
N 0.1007 -0.3817 1.6751  -0.28
C 0.1623 -1.6461 2.3804  -0.42
C 1.1241 -0.0535 0.7328  -0.18
C 1.1838 0.3878 -0.5532  0.07
N 0.1789 0.4443 -1.4808  -0.43
C 0.3756 1.2508 -2.6474  -0.43
C -1.0161 -0.2512 -1.3800  -0.28
I -2.6736 0.7862 -0.2516  0.06
H -1.6613 0.3417 2.5778  0.24
H -0.5829 1.4366 1.5729  0.22
H 0.3272 -1.4925 3.4381  0.24
H -0.8374 -2.0942 2.3598  0.24
H 0.8452 -2.2160 1.8301  0.24
H 2.1181 -0.3914 1.2536  0.23
H 2.1768 0.6654 -0.8964  0.25
H 0.6821 0.6245 -3.5053  0.21
H -0.5902 1.8105 -3.0005  0.24
H 1.2326 1.8844 -2.5913  0.23
H -1.3336 -0.3195 -2.4795  0.25
H -1.0475 -1.3006 -0.9881  0.24

Atomic forces in eV per Å
-1.616 -1.792 1.038
-0.442 1.003 -0.784
-1.943 0.146 0.328
3.484 -1.374 1.375
-0.968 -0.639 1.173
0.803 0.118 1.425
-1.322 0.272 -2.724
-1.212 -0.963 -2.097
0.065 -0.234 -0.753
0.988 -0.102 -0.109
0.290 2.674 -0.878
0.798 0.029 0.067
0.173 -0.145 -0.367
1.064 -1.260 -0.083
-1.627 1.136 -1.424
-0.192 -0.061 -0.040
-0.526 -0.167 0.185
1.857 -0.794 1.058
0.154 0.920 0.678
-0.433 0.043 1.861
0.605 1.191 0.072

---

Density functional theory data (ωB97M-V/def2-TZVPD) for the ion C4H9N2O with charge +1 in a non-equilibrium geometry.

Properties
Kohn-Sham gap (eV): 10.391
Net charge: +1
E_tot (eV): -9313.7015
LUMO level (eV): -4.0
HOMO (eV): -14.365
Relative energy (zero: lowest compared OMol25 entry of this formula, charge and spin) (eV): 2.314
Strongest force on any atom (eV/Å): 2.8
SMILES: C[C@]1([NH3+])CNC1=O

Each line ends with the natural charge from an NBO analysis.
CARTESIAN COORDINATES (ANGSTROEM)
C 1.5544 -0.3642 0.4087  -0.63
C 0.0776 -0.1923 0.1118  0.01
N -0.9104 -1.0409 0.8912  -0.70
C -0.2238 0.0790 -1.4243  -0.22
N -0.6990 1.4142 -1.0369  -0.61
C -0.4150 1.2998 0.2965  0.66
O -0.5517 1.9211 1.3068  -0.53
H 1.7164 -0.0062 1.3689  0.24
H 2.2534 0.2373 -0.2411  0.27
H 1.7382 -1.3917 0.3564  0.22
H -0.7975 -2.1414 0.8131  0.46
H -1.9358 -0.7367 0.7392  0.47
H -0.7095 -0.9159 1.8659  0.45
H 0.8089 0.2417 -1.9899  0.23
H -0.9077 -0.6603 -1.9740  0.23
H -0.9984 2.2564 -1.4925  0.44

Atomic forces in eV per Å
-0.774 0.698 -1.058
-0.141 2.140 -1.866
-0.499 -2.402 -0.905
1.631 -0.482 -1.161
-0.332 -0.066 1.437
-0.267 -1.295 -0.140
0.008 0.380 -0.262
0.529 0.438 2.100
-1.167 -0.779 0.325
1.042 -1.618 -0.142
-0.447 2.634 -0.455
1.940 -0.707 0.097
0.031 0.626 1.034
-2.289 -1.019 0.925
0.770 1.428 0.728
-0.037 0.025 -0.657